Entry 1:
The molecule C4H7NO in a non-equilibrium geometry, computed with wB97M-V/def2-TZVPD.

The geometry in XYZ format:
```
13
Properties=species:S:1:pos:R:3:mulliken_charge:R:1
C -1.027 -0.876 -0.265 -1.2396
C -0.294 0.446 -0.485 0.0771
O -1.104 1.558 -0.161 -0.5343
C 0.997 0.569 0.323 -0.2916
C 1.935 -0.516 0.076 0.1623
N 2.449 -1.504 0.376 -0.4605
H -1.955 -0.873 -0.843 0.3403
H -0.429 -1.743 -0.566 0.3959
H -1.284 -1.007 0.796 0.3267
H -0.049 0.555 -1.545 0.3065
H -1.471 1.397 0.720 0.3544
H 0.760 0.457 1.391 0.2302
H 1.471 1.537 0.183 0.3325
```

Output
SMILES string: C[C@@H](O)CC#N
HOMO energy in eV: -10.9014
ΔE to the lowest compared entry with this formula, charge and spin in kcal/mol: 28.15
Gap between HOMO and LUMO in eV: 11.54
DFT total energy in eV: -7798.4237

=====

Entry 2:
A structure of composition C35H46HfN2O4P2S2, computed with wB97M-V/def2-TZVPD.

The geometry in XYZ format:
```
92
Properties=species:S:1:pos:R:3:mulliken_charge:R:1
Hf -0.402 0.862 0.232 1.2143
C -3.966 -1.448 -1.166 -1.5686
C -3.514 -1.885 0.229 2.2562
C -4.219 -3.170 0.656 -1.7905
P -1.679 -1.742 0.461 1.4284
C -1.155 -2.882 1.825 0.9437
C 0.344 -2.736 2.093 -1.5684
C -1.443 -4.366 1.571 -1.3724
C -0.885 -2.471 -1.005 0.1279
C -1.447 -3.414 -1.862 -0.5052
C -0.871 -3.707 -3.087 -0.8065
C 0.291 -3.039 -3.463 -1.1796
C 0.880 -2.127 -2.606 -0.0159
C 0.317 -1.848 -1.356 -0.5936
N 0.901 -0.868 -0.502 0.7978
C 2.266 -1.126 -0.253 -0.0227
C 2.814 -2.420 -0.338 -0.3521
C 4.165 -2.645 -0.170 -1.0741
C 5.043 -1.596 0.085 -1.1714
C 4.518 -0.327 0.230 -0.7331
C 3.149 -0.088 0.109 0.1914
P 2.341 1.489 0.365 0.7618
C 3.001 2.325 1.868 1.0451
C 2.303 1.783 3.114 -1.3946
C 4.515 2.293 2.096 -1.9901
C 2.772 2.539 -1.096 0.9771
C 4.142 3.211 -1.123 -1.7645
C 2.567 1.700 -2.361 -1.5369
H -5.052 -1.338 -1.155 0.5476
H -3.716 -2.178 -1.935 0.3702
H -3.543 -0.482 -1.432 0.0556
H -3.849 -1.100 0.907 -1.1234
H -3.897 -4.043 0.087 0.2705
H -5.292 -3.047 0.492 0.4962
H -4.079 -3.383 1.717 0.3741
H -1.699 -2.522 2.705 0.1138
H 0.918 -3.140 1.260 0.3255
H 0.595 -3.323 2.979 0.6622
H 0.647 -1.707 2.267 -0.0511
H -1.116 -4.663 0.572 0.1970
H -2.486 -4.644 1.683 0.3593
H -0.867 -4.963 2.281 0.4710
H -2.360 -3.918 -1.573 0.3095
H -1.322 -4.439 -3.742 0.4643
H 0.750 -3.241 -4.423 0.4075
H 1.795 -1.625 -2.896 0.4877
H 2.172 -3.261 -0.549 0.3677
H 4.540 -3.658 -0.246 0.4289
H 6.105 -1.769 0.188 0.4404
H 5.182 0.498 0.447 0.4974
H 2.675 3.362 1.721 0.5057
H 2.427 0.699 3.195 0.2077
H 1.243 2.021 3.121 0.1677
H 2.754 2.231 4.002 0.5588
H 4.830 1.300 2.419 0.4266
H 4.749 2.982 2.909 0.4974
H 5.113 2.582 1.235 0.3314
H 2.026 3.339 -1.079 0.0888
H 4.951 2.477 -1.108 0.2916
H 4.277 3.898 -0.290 0.4155
H 4.241 3.787 -2.045 0.4833
H 3.415 1.030 -2.511 0.3561
H 2.484 2.347 -3.237 0.5441
H 1.675 1.068 -2.308 -0.0517
O -1.423 0.504 -4.116 -0.6112
C -1.215 0.916 -2.879 -0.0307
O -1.233 0.177 -1.912 0.4237
C -0.978 2.364 -2.671 -0.1587
C -1.192 3.360 -3.596 -0.8376
C -1.035 4.679 -3.163 -0.7392
C -0.692 4.922 -1.848 -0.8227
C -0.486 3.845 -0.988 0.1495
N -0.611 2.592 -1.401 0.6952
C -0.094 3.997 0.477 0.2717
O 0.119 5.113 0.911 -0.7772
O -0.008 2.869 1.065 -0.4864
H -1.529 -0.464 -4.096 0.3422
H -1.488 3.118 -4.606 0.6101
H -1.200 5.497 -3.850 0.4772
H -0.572 5.917 -1.441 0.6358
C -4.919 1.045 2.089 -1.7467
C -3.419 0.993 1.902 0.5468
S -2.861 1.660 0.357 -0.6230
C -2.601 0.490 2.838 1.1227
C -3.115 -0.075 4.136 -1.6916
S -0.829 0.497 2.740 -0.5166
H -5.402 1.387 1.176 0.4033
H -5.197 1.734 2.890 0.4198
H -5.338 0.068 2.342 0.3244
H -4.115 0.285 4.372 0.4381
H -2.453 0.202 4.957 0.4099
H -3.152 -1.168 4.111 0.1732
```

Output
HOMO energy in eV: -6.3422
ΔE to the lowest compared entry with this formula, charge and spin in kcal/mol: 14.61
Gap between HOMO and LUMO in eV: 5.20
DFT total energy in eV: -89772.9344

=====

Entry 3:
A structure of composition C21H36P2Pt in a non-equilibrium geometry, computed with wB97M-V/def2-TZVPD.

The geometry in XYZ format:
```
60
Properties=species:S:1:pos:R:3:mulliken_charge:R:1
P 1.080 -1.611 -3.909 1.2910
P 1.343 1.491 -3.904 0.3724
C 0.801 -0.765 -5.543 -0.9192
C 1.585 0.540 -5.579 -1.3485
H -0.292 -0.701 -5.773 0.2415
H 1.193 -1.527 -6.254 0.6741
H 2.656 0.361 -5.528 0.3555
H 1.288 1.158 -6.430 0.6073
C 0.388 2.867 -5.085 -1.7223
H 0.201 3.829 -4.557 0.3371
H -0.547 2.470 -5.546 0.3170
H 1.164 3.015 -5.874 0.6277
C 2.539 2.774 -3.450 -1.3888
H 2.719 3.464 -4.286 0.5161
H 3.459 2.284 -3.096 0.3565
H 2.091 3.339 -2.606 0.3178
C -0.124 -3.008 -4.185 -1.6083
H 0.003 -3.708 -3.360 0.4093
H 0.174 -3.495 -5.121 0.4942
H -1.169 -2.714 -4.256 0.1340
C 2.513 -2.742 -4.049 -1.4125
H 3.445 -2.442 -3.536 0.4298
H 2.678 -2.952 -5.112 0.4288
H 2.169 -3.664 -3.556 0.3875
Pt 2.096 -0.170 -2.598 1.1448
C -2.644 2.767 -3.505 -0.2344
C -3.291 2.320 -4.606 -0.6898
C -4.317 1.231 -4.842 -0.5214
C -4.528 0.078 -3.763 -0.8620
C -3.318 -0.770 -3.688 -0.5968
C -2.319 -0.532 -2.830 -0.7711
C -1.437 0.689 -2.760 2.9282
C -2.166 1.990 -2.325 -0.7355
C 2.463 -1.673 -1.043 -1.6592
H -2.573 3.874 -3.466 0.3817
H -3.061 2.860 -5.552 0.3761
H -4.012 0.742 -5.795 0.2877
H -5.271 1.769 -5.028 0.3846
H -4.725 0.516 -2.779 0.3222
H -5.424 -0.461 -4.082 0.3654
H -3.220 -1.541 -4.400 0.3932
H -1.926 -1.325 -2.178 0.6257
H -0.998 0.934 -3.752 -0.3727
H -0.657 0.458 -2.021 -2.1962
H -3.054 1.805 -1.663 0.4598
H -1.453 2.687 -1.833 0.3474
H 3.023 -1.048 -0.343 0.4399
H 3.093 -2.524 -1.345 0.4504
H 1.547 -2.032 -0.532 0.3259
C 1.059 2.009 1.532 -0.5836
C 0.184 1.044 1.008 -0.7104
C 0.525 0.388 -0.163 -0.2107
C 1.679 0.785 -0.840 -0.0167
C 2.593 1.705 -0.314 -0.1734
C 2.276 2.322 0.904 -0.4678
H 0.778 2.573 2.436 0.3434
H -0.760 0.802 1.491 0.4080
H -0.052 -0.466 -0.507 0.1910
H 3.561 1.889 -0.822 0.3595
H 2.987 3.054 1.331 0.3685
```

Output
HOMO energy (alpha / beta) in eV: -4.8556 / -7.6704
Expectation value of S²: 2.012
ΔE to the lowest compared entry with this formula, charge and spin in kcal/mol: 0.00
Multiplicity: 3
Gap between HOMO and LUMO (alpha / beta) in eV: 4.67 / 6.94
DFT total energy in eV: -44175.7899